(1)
The following is a quantum chemistry calculation of C36H40N5O4RuSTe as an isolated structure, from the OMol25 dataset.

Each line ends with the Mulliken charge.
Atoms and positions in Å:
Ru (1.95102, -0.64330, 0.03795)  0.78
C (2.10232, -0.47030, 5.35745)  -0.81
N (3.19702, -0.75030, 4.47415)  0.29
C (4.48622, -1.07800, 4.78285)  -0.74
C (5.15932, -1.24760, 3.62305)  -0.41
N (4.27472, -1.01960, 2.58175)  0.44
C (3.06102, -0.72100, 3.13005)  -0.11
S (1.59282, -0.32180, 2.40315)  -0.45
C (4.66622, -1.05510, 1.23025)  0.32
C (5.92712, -0.57420, 0.89945)  -0.88
C (6.40652, -0.74570, -0.38695)  -0.58
C (5.61532, -1.45890, -1.29045)  -1.14
C (4.35652, -1.85290, -0.90685)  0.28
N (3.82482, -1.60640, 0.31485)  -0.19
H (2.44812, -0.45300, 6.38575)  0.33
H (1.33522, -1.23590, 5.23115)  0.33
H (1.66392, 0.49520, 5.10015)  0.34
H (4.83542, -1.17120, 5.78825)  0.45
H (6.17402, -1.53680, 3.44335)  0.60
H (6.49922, -0.05150, 1.65075)  0.60
H (7.37282, -0.36770, -0.67545)  0.48
H (5.96392, -1.68620, -2.28535)  0.45
H (3.73252, -2.41380, -1.59445)  0.61
C (-0.96918, -4.39200, 0.34955)  -1.41
C (0.17432, -3.41780, 0.34715)  0.72
N (1.38852, -3.90750, 0.09265)  -0.20
O (0.00952, -2.22060, 0.57805)  -0.17
H (-0.63378, -5.40090, 0.56255)  0.50
H (-1.43968, -4.38050, -0.63245)  0.27
H (-1.71028, -4.09140, 1.08505)  0.28
H (1.53892, -4.85550, -0.20305)  0.20
H (2.14322, -3.23200, -0.00495)  0.09
C (-8.20638, 0.69900, 0.89005)  -1.54
C (-6.71548, 0.58450, 0.80705)  0.76
C (-5.88558, 1.63290, 1.16555)  -0.92
C (-4.49988, 1.53080, 1.08345)  0.73
C (-3.65608, 2.66290, 1.57795)  -1.24
C (-3.93888, 0.36360, 0.58375)  0.16
Te (-1.74628, 0.12930, 0.23795)  0.07
N (0.47822, 0.58200, -0.22455)  0.28
C (0.39332, 1.83470, 0.03915)  0.26
O (-0.77038, 2.33310, 0.26045)  -0.80
C (1.56522, 2.75100, 0.05285)  0.28
C (2.86732, 2.31410, 0.29025)  0.68
C (3.92242, 3.20750, 0.29875)  -1.17
C (3.69212, 4.55760, 0.08265)  -0.51
C (2.39872, 5.00750, -0.12725)  -0.71
C (1.34322, 4.11270, -0.15025)  -0.57
C (-2.14808, 0.64180, -1.79225)  1.03
C (-2.63898, 1.91530, -2.04765)  -0.59
C (-2.86548, 2.31340, -3.35275)  -0.79
C (-2.60558, 1.44050, -4.39665)  -0.81
C (-2.14428, 0.16470, -4.13065)  -0.54
C (-1.91998, -0.26100, -2.82485)  0.79
C (-1.48278, -1.66230, -2.54805)  -1.21
C (-4.74528, -0.72570, 0.26595)  0.94
C (-4.18288, -2.03490, -0.19505)  -1.38
C (-6.12188, -0.59610, 0.38205)  -0.83
H (-8.50658, 1.66660, 1.28255)  0.35
H (-8.60798, -0.08150, 1.53425)  0.36
H (-8.65328, 0.57550, -0.09555)  0.34
H (-6.31178, 2.55850, 1.52485)  0.37
H (-4.09828, 3.62200, 1.32015)  0.42
H (-2.65578, 2.60820, 1.16025)  -0.09
H (-3.57948, 2.61040, 2.66475)  0.37
H (3.07722, 1.25070, 0.46795)  0.47
H (4.92842, 2.85480, 0.48205)  0.45
H (4.51932, 5.25080, 0.07385)  0.42
H (2.20332, 6.06020, -0.26875)  0.42
H (0.33812, 4.45930, -0.33475)  0.48
H (-2.82028, 2.59620, -1.22895)  0.40
H (-3.23858, 3.30460, -3.55635)  0.46
H (-2.76498, 1.75540, -5.41605)  0.41
H (-1.94038, -0.51920, -4.94115)  0.52
H (-0.69988, -1.97230, -3.23485)  0.45
H (-2.32458, -2.34860, -2.65415)  0.45
H (-1.09238, -1.71190, -1.52765)  -0.34
H (-3.13938, -2.12460, 0.11385)  -0.27
H (-4.23618, -2.10650, -1.27965)  0.28
H (-4.75508, -2.85990, 0.22285)  0.59
H (-6.74698, -1.43690, 0.12285)  0.48
C (1.85772, -0.45890, -4.10875)  -1.54
C (2.04212, -0.59940, -2.61675)  0.97
O (2.71982, 0.24240, -1.98495)  -0.52
O (1.53662, -1.58580, -2.02415)  -0.40
H (1.06902, 0.26870, -4.29405)  0.24
H (1.57422, -1.41670, -4.53455)  0.34
H (2.77202, -0.09710, -4.56665)  0.47

Its HOMO energy (alpha / beta) is -9.006 / -10.128 eV. As for the molecular weight: 867.484 g/mol. For the orbital gap (alpha / beta), the calculation gives 5.7 / 6.0 eV. The total charge is +1. Its maximum force is 2.6 eV/A. The calculation puts the total energy at -74325.6817 eV. Its spin multiplicity is 5.

(2)
The following is a quantum chemistry calculation of C36H40N5OSiSr as an isolated structure, from the OMol25 dataset.

Each line ends with the Mulliken charge.
Atoms and positions in Å:
Sr (0.87288, 0.51169, 0.36993)  3.23
C (0.30856, 3.20837, -5.31543)  -0.47
C (-0.20489, 3.86840, -4.21063)  -0.85
C (-0.07859, 3.31923, -2.94514)  -0.71
C (0.57131, 2.08681, -2.78315)  0.82
C (1.10253, 1.43684, -3.89913)  -0.49
C (0.96507, 1.99870, -5.15788)  -1.05
N (0.82239, 1.53609, -1.46585)  0.44
C (0.97187, 2.55006, -0.46362)  0.37
C (1.96359, 3.53478, -0.72112)  -0.18
C (2.22774, 4.51182, 0.21050)  -1.37
C (1.34540, 4.62295, 1.31650)  -0.85
C (0.24823, 3.81696, 1.44610)  -0.75
C (0.02492, 2.71561, 0.55153)  0.47
N (-0.85627, 1.74885, 0.70470)  0.29
N (-1.65744, 1.80487, 1.83861)  -1.99
C (-1.45732, 0.76577, 2.61995)  0.16
C (-2.34689, 0.51575, 3.72081)  -0.82
C (-2.11846, -0.50944, 4.57892)  -0.18
C (-0.98640, -1.33046, 4.37347)  -1.08
C (-0.18816, -1.06865, 3.29139)  -0.53
N (-0.36822, -0.08490, 2.38789)  0.66
H (0.21471, 3.64822, -6.30058)  0.37
H (-0.68544, 4.83159, -4.32805)  0.41
H (-0.40901, 3.83253, -2.05645)  0.44
H (1.65369, 0.52230, -3.73396)  0.52
H (1.39240, 1.49368, -6.01524)  0.39
H (2.59369, 3.39551, -1.58765)  0.84
H (3.06915, 5.17799, 0.08578)  0.50
H (1.57319, 5.34402, 2.09332)  0.35
H (-0.41440, 3.90045, 2.29728)  0.52
H (-3.19303, 1.18346, 3.82207)  0.47
H (-2.78681, -0.70192, 5.40957)  0.37
H (-0.75910, -2.14112, 5.05259)  0.40
H (0.69668, -1.66364, 3.08813)  0.33
C (-1.61585, -2.29360, -2.79540)  -0.98
C (-0.38161, -1.40343, -2.67202)  1.06
O (0.74082, -2.17339, -2.22460)  -0.62
H (-2.45016, -1.72450, -3.20999)  0.31
H (-1.87506, -2.63869, -1.80294)  -0.01
H (-1.38928, -3.14299, -3.44064)  0.40
H (-0.53549, -0.59485, -1.92568)  -0.79
H (-0.12996, -1.01336, -3.66122)  0.40
H (0.71087, -2.09626, -1.25215)  0.20
C (2.15435, 1.82991, 1.94099)  -1.06
Si (2.74512, 1.86014, 0.21823)  1.19
C (3.40527, 0.09882, 0.54424)  -1.55
C (4.42347, 2.45290, -0.06314)  -1.30
C (2.13699, 0.97200, -1.31499)  -2.00
H (2.56811, 0.96128, 2.43697)  0.56
H (1.20236, 2.14269, 2.31601)  0.49
H (2.86082, 2.63633, 2.23666)  0.41
H (4.11805, 0.30277, 1.35945)  0.57
H (4.03667, -0.04704, -0.34797)  0.41
H (2.92030, -0.84158, 0.74555)  0.09
H (5.00438, 2.08615, 0.78286)  0.35
H (4.52144, 3.52593, -0.14861)  0.45
H (4.75481, 1.96521, -0.97871)  0.31
H (2.32555, -0.07463, -1.51923)  -0.07
H (2.88322, 1.45274, -1.97318)  0.98
N (-0.34924, -1.22715, 0.29876)  -0.95
C (-1.19402, -2.15789, 0.50836)  -0.94
C (-2.66821, -1.84403, 0.60602)  1.21
C (-3.09646, -0.59845, 0.10872)  0.19
C (-4.43089, -0.25333, 0.15846)  -1.03
C (-5.36988, -1.11545, 0.71653)  -0.58
C (-4.95166, -2.31879, 1.25274)  -0.98
C (-3.61113, -2.68297, 1.19574)  -0.49
C (-0.72054, -3.57327, 0.71184)  0.67
C (0.61995, -3.75640, 1.10525)  0.38
C (1.12404, -5.02240, 1.31558)  -1.21
C (0.32339, -6.14372, 1.11583)  -0.48
C (-0.96824, -5.98105, 0.65052)  -1.04
C (-1.48535, -4.70746, 0.44260)  -0.39
H (-2.27492, 0.03064, -0.20512)  0.26
H (-4.75258, 0.70642, -0.22930)  0.40
H (-6.41725, -0.84058, 0.74445)  0.38
H (-5.66963, -2.97848, 1.72607)  0.41
H (-3.29497, -3.61061, 1.65383)  0.66
H (1.14256, -2.81089, 1.17825)  -0.01
H (2.15017, -5.15910, 1.63834)  0.39
H (0.71496, -7.13581, 1.30319)  0.38
H (-1.58215, -6.84999, 0.44451)  0.39
H (-2.48072, -4.59496, 0.03313)  0.57

Its HOMO energy is -3.144 eV. As for the molecular weight: 674.456 g/mol. For the orbital gap, the calculation gives 5.4 eV. The total charge is -1. Its maximum force is 12.3 eV/A. The calculation puts the total energy at -56183.3482 eV.